{
  "formula": "C44H70BCl2N12O6S",
  "method": "ωB97M-V with the def2-TZVPD basis set",
  "spin_multiplicity": 1,
  "homo_ev": -10.724,
  "total_charge": 1,
  "total_energy_ev": -113476.4210,
  "fmax_ev_per_a": 3.66,
  "orbital_gap_ha": 0.2958,
  "species": ["C", "C", "O", "O", "C", "C", "C", "C", "C", "O", "C", "Cl", "C", "C", "O", "Cl", "N", "C", "O", "C", "C", "C", "C", "C", "C", "C", "C", "C", "N", "C", "C", "C", "C", "C", "C", "S", "B", "N", "O", "H", "H", "H", "H", "H", "H", "H", "H", "H", "H", "H", "H", "H", "H", "H", "H", "H", "H", "H", "H", "H", "H", "H", "H", "H", "H", "H", "H", "H", "H", "H", "H", "H", "H", "H", "H", "H", "H", "H", "H", "H", "H", "H", "C", "C", "N", "H", "H", "H", "C", "C", "N", "H", "H", "H", "C", "C", "N", "H", "H", "H", "C", "C", "N", "H", "H", "H", "C", "C", "N", "H", "H", "H", "C", "C", "N", "H", "H", "H", "C", "C", "N", "H", "H", "H", "C", "C", "N", "H", "H", "H", "C", "C", "N", "H", "H", "H"],
  "coordinates": [[-2.00, 1.80, -4.23], [-0.75, 1.60, -5.14], [-0.08, 2.50, -5.57], [-0.45, 0.29, -5.47], [0.96, 0.06, -5.66], [1.34, -1.42, -5.34], [0.77, -1.86, -3.92], [1.94, -1.83, -2.86], [1.54, -1.74, -1.35], [2.83, -2.11, -0.71], [0.61, -2.83, -0.70], [-0.98, -3.20, -1.52], [1.22, -4.29, -0.60], [0.18, -5.24, 0.12], [0.04, -5.14, 1.30], [-0.80, -6.45, -0.75], [0.50, -2.26, 0.69], [0.60, -0.75, 0.72], [-0.57, -0.01, 0.99], [-1.81, -0.51, 0.49], [-2.97, 0.04, 1.44], [-4.33, -0.70, 1.07], [-3.21, 1.59, 1.31], [-3.49, 2.11, -0.16], [-2.12, 2.47, 2.06], [1.41, -0.51, 2.06], [0.85, 0.29, 3.17], [1.69, 0.42, 4.33], [2.93, -0.05, 4.57], [3.46, -0.79, 3.57], [2.73, -1.01, 2.34], [1.29, -0.31, -0.66], [0.41, 0.50, -1.70], [0.01, 1.98, -1.27], [0.69, 3.10, -2.20], [1.25, 4.48, -1.07], [2.59, 0.66, -0.55], [3.72, 0.58, -1.53], [2.72, 1.68, 0.40], [-2.04, 2.81, -3.77], [-2.01, 1.01, -3.44], [-2.96, 1.66, -4.80], [1.60, 0.72, -5.01], [1.17, 0.26, -6.75], [0.91, -2.11, -6.11], [2.45, -1.59, -5.40], [0.48, -2.94, -4.06], [-0.16, -1.32, -3.65], [2.65, -1.02, -3.17], [2.51, -2.78, -2.99], [3.57, -1.97, -1.33], [2.14, -4.33, 0.03], [1.34, -4.69, -1.63], [1.28, -2.78, 1.15], [-0.29, -2.69, 1.21], [-1.96, -1.61, 0.49], [-2.10, -0.15, -0.54], [-2.65, -0.14, 2.50], [-5.17, 0.05, 1.05], [-4.55, -1.43, 1.88], [-4.20, -1.15, 0.06], [-4.16, 1.80, 1.88], [-2.75, 2.91, -0.44], [-4.48, 2.63, -0.17], [-3.56, 1.30, -0.92], [-2.53, 3.52, 2.06], [-1.14, 2.52, 1.52], [-2.00, 2.19, 3.13], [-0.16, 0.74, 3.15], [1.24, 1.00, 5.18], [4.47, -1.24, 3.71], [3.25, -1.66, 1.59], [0.94, 0.62, -2.69], [-0.49, -0.12, -1.93], [-1.09, 2.06, -1.50], [0.11, 2.19, -0.19], [-0.08, 3.56, -2.87], [1.55, 2.66, -2.76], [0.81, 4.19, 0.19], [4.04, 1.55, -1.64], [4.47, 0.13, -0.99], [1.90, 1.81, 0.92], [4.68, 2.59, 5.30], [4.99, 3.98, 5.01], [5.23, 5.08, 4.79], [5.56, 2.04, 5.63], [3.93, 2.49, 6.09], [4.30, 2.07, 4.42], [-8.60, -1.47, 2.49], [-7.31, -0.94, 2.89], [-6.29, -0.51, 3.21], [-9.42, -0.95, 2.98], [-8.75, -1.37, 1.41], [-8.69, -2.53, 2.73], [-0.38, -3.07, -9.41], [0.92, -3.24, -8.76], [1.94, -3.38, -8.26], [-0.33, -3.27, -10.48], [-1.13, -3.73, -8.98], [-0.75, -2.04, -9.29], [2.55, -2.49, 6.56], [2.72, -2.76, 7.99], [2.85, -2.97, 9.11], [3.41, -2.84, 5.99], [1.67, -2.99, 6.16], [2.44, -1.43, 6.36], [-7.51, 3.23, 1.84], [-6.97, 2.17, 0.99], [-6.54, 1.33, 0.32], [-6.94, 4.15, 1.74], [-8.54, 3.45, 1.58], [-7.49, 2.94, 2.89], [5.61, -1.91, -5.15], [5.51, -2.23, -3.73], [5.44, -2.49, -2.62], [4.66, -1.54, -5.55], [6.36, -1.13, -5.33], [5.90, -2.78, -5.74], [5.80, 2.76, 0.54], [6.08, 2.11, 1.81], [6.32, 1.60, 2.82], [6.23, 3.76, 0.50], [6.20, 2.19, -0.30], [4.72, 2.86, 0.38], [-7.23, -5.36, 3.77], [-8.53, -4.69, 3.88], [-9.55, -4.17, 3.97], [-6.67, -5.28, 4.70], [-7.35, -6.42, 3.55], [-6.63, -4.92, 2.98], [3.33, 7.22, 2.99], [2.55, 6.95, 1.79], [1.94, 6.73, 0.84], [2.85, 6.81, 3.88], [4.33, 6.78, 2.93], [3.45, 8.29, 3.15]],
  "lowdin_charge": [0.023, -0.496, 0.115, -0.043, -0.167, -0.146, -0.191, -0.116, -0.309, -0.077, -0.552, 0.793, -0.113, -0.809, 0.039, 0.672, 0.175, -0.265, -0.083, -0.163, -0.274, -0.087, -0.350, -0.071, -0.071, -0.078, 0.047, -0.122, 0.036, -0.099, 0.000, -0.088, -0.102, -0.227, -0.484, 0.683, -0.546, 0.166, 0.127, 0.089, 0.073, 0.104, 0.129, 0.139, 0.089, 0.101, 0.102, 0.080, 0.113, 0.132, 0.051, 0.142, 0.128, 0.166, 0.186, 0.092, 0.114, 0.143, 0.004, 0.054, 0.085, 0.118, 0.075, 0.057, 0.073, 0.090, 0.050, 0.077, 0.095, 0.125, 0.129, 0.114, 0.113, 0.094, 0.076, 0.055, 0.054, 0.071, -0.142, 0.081, 0.087, 0.094, -0.103, -0.264, 0.137, 0.084, 0.079, 0.027, -0.061, -0.255, 0.141, 0.091, 0.087, 0.020, -0.066, -0.278, 0.129, 0.087, 0.084, 0.082, -0.087, -0.275, 0.132, 0.077, 0.082, 0.044, -0.051, -0.245, 0.156, 0.086, 0.087, 0.086, -0.046, -0.247, 0.152, 0.064, 0.092, 0.095, -0.059, -0.244, 0.152, 0.092, 0.082, 0.057, -0.062, -0.268, 0.144, 0.086, 0.085, 0.080, -0.081, -0.256, 0.104, 0.076, 0.056, 0.085]
}

{
  "formula": "C44H70FN2O8P3Rb",
  "method": "ωB97M-V with the def2-TZVPD basis set",
  "spin_multiplicity": 1,
  "homo_ev": -2.256,
  "total_charge": -1,
  "total_energy_ev": -97373.4882,
  "fmax_ev_per_a": 1.46,
  "orbital_gap_ha": 0.1560,
  "species": ["Rb", "C", "C", "O", "P", "O", "O", "O", "P", "O", "O", "O", "H", "H", "H", "H", "H", "H", "H", "C", "C", "C", "C", "C", "C", "C", "C", "C", "C", "C", "C", "C", "C", "C", "C", "C", "C", "C", "C", "C", "P", "C", "C", "C", "C", "C", "C", "C", "C", "H", "H", "H", "H", "H", "H", "H", "H", "H", "H", "H", "H", "H", "H", "H", "H", "H", "H", "H", "H", "H", "H", "H", "H", "H", "H", "H", "H", "H", "H", "H", "H", "H", "H", "H", "H", "H", "H", "H", "H", "H", "H", "H", "H", "H", "C", "N", "C", "C", "C", "N", "C", "C", "O", "H", "H", "H", "H", "H", "H", "H", "H", "H", "H", "H", "H", "F", "C", "C", "C", "C", "C", "C", "C", "H", "H", "H", "H", "H", "H"],
  "coordinates": [[1.45, -0.57, -0.28], [6.34, 0.05, -0.79], [5.16, 0.98, -0.65], [5.62, 2.34, -0.51], [4.26, 0.65, 0.90], [2.92, 1.50, 0.74], [5.12, 1.41, 2.01], [4.00, -0.76, 1.25], [4.08, 0.79, -2.15], [2.96, 1.96, -1.85], [4.93, 1.13, -3.32], [3.36, -0.50, -1.95], [7.02, 0.18, 0.06], [6.87, 0.28, -1.72], [6.01, -0.99, -0.82], [5.60, 2.74, -1.40], [2.82, 1.83, -0.19], [5.48, 2.22, 1.62], [2.12, 1.82, -2.35], [2.96, 4.48, 2.30], [1.70, 4.43, 1.45], [0.90, 5.73, 1.61], [0.82, 3.24, 1.74], [-0.09, 2.82, 0.79], [-0.96, 1.75, 0.99], [-1.99, 1.56, -0.10], [-3.14, 2.56, 0.07], [-2.52, 0.16, -0.30], [-0.86, 1.00, 2.19], [0.05, 1.43, 3.17], [0.87, 2.54, 2.93], [0.11, 0.83, 4.56], [-0.65, 1.71, 5.55], [1.55, 0.64, 5.05], [-1.93, 0.05, 2.64], [-3.01, 0.74, 3.19], [-4.11, 0.10, 3.74], [-4.14, -1.28, 3.78], [-3.08, -1.98, 3.24], [-1.97, -1.37, 2.64], [-0.70, -2.48, 1.82], [-1.73, -3.79, 0.88], [-2.45, -4.92, 1.64], [-2.78, -3.09, 0.02], [-0.75, -4.47, -0.11], [0.17, -3.38, 3.24], [-0.69, -3.81, 4.43], [1.23, -2.41, 3.76], [0.92, -4.59, 2.69], [3.65, 5.24, 1.92], [3.48, 3.52, 2.30], [2.73, 4.74, 3.34], [2.01, 4.35, 0.40], [0.56, 5.84, 2.64], [0.02, 5.73, 0.97], [1.51, 6.59, 1.35], [-0.16, 3.35, -0.16], [-1.47, 1.82, -1.03], [-3.74, 2.31, 0.95], [-3.80, 2.53, -0.80], [-2.77, 3.58, 0.19], [-3.19, -0.16, 0.50], [-1.71, -0.57, -0.39], [-3.08, 0.10, -1.23], [1.56, 2.84, 3.69], [-0.39, -0.14, 4.53], [-0.21, 2.71, 5.59], [-0.60, 1.29, 6.56], [-1.70, 1.81, 5.28], [2.01, 1.59, 5.30], [2.18, 0.14, 4.31], [1.56, 0.04, 5.97], [-2.97, 1.82, 3.18], [-4.93, 0.69, 4.15], [-4.97, -1.82, 4.21], [-3.11, -3.06, 3.28], [-3.34, -4.59, 2.17], [-1.81, -5.47, 2.33], [-2.80, -5.64, 0.89], [-3.49, -2.51, 0.60], [-3.34, -3.85, -0.53], [-2.31, -2.46, -0.73], [-0.21, -5.30, 0.35], [-0.05, -3.76, -0.54], [-1.34, -4.86, -0.94], [-1.18, -2.95, 4.90], [-0.04, -4.26, 5.19], [-1.45, -4.54, 4.18], [0.79, -1.62, 4.36], [1.81, -1.95, 2.96], [1.93, -2.94, 4.41], [0.26, -5.42, 2.41], [1.60, -4.96, 3.46], [1.52, -4.34, 1.81], [1.84, -0.09, -4.82], [0.85, 0.91, -5.17], [0.53, 0.98, -6.59], [-0.80, 1.68, -6.82], [-0.78, 2.99, -6.05], [-0.56, 2.69, -4.65], [-1.03, 3.65, -3.67], [0.33, 1.73, -4.24], [0.57, 1.63, -3.03], [1.55, -1.05, -5.26], [1.87, -0.23, -3.74], [2.83, 0.21, -5.17], [0.50, -0.05, -6.96], [1.34, 1.49, -7.12], [-1.62, 1.05, -6.46], [-0.94, 1.86, -7.89], [-1.73, 3.52, -6.14], [0.00, 3.65, -6.45], [-1.89, 4.17, -4.08], [-0.26, 4.38, -3.41], [-1.33, 3.13, -2.76], [-4.82, -4.30, -4.80], [-3.69, -3.66, -4.33], [-2.53, -4.39, -4.11], [-1.40, -3.75, -3.65], [-1.36, -2.35, -3.36], [-0.26, -1.70, -2.83], [-2.58, -1.66, -3.66], [-3.71, -2.29, -4.12], [-2.51, -5.45, -4.30], [-0.51, -4.34, -3.48], [-0.28, -0.63, -2.73], [0.71, -2.20, -2.78], [-2.61, -0.59, -3.50], [-4.61, -1.72, -4.32]],
  "lowdin_charge": [0.831, -0.070, -0.579, -0.078, 0.421, -0.249, -0.113, -0.312, 0.283, -0.203, -0.294, -0.484, 0.084, 0.082, 0.087, 0.094, 0.020, 0.072, 0.035, -0.067, -0.375, -0.062, -0.199, 0.004, -0.142, -0.357, -0.046, -0.061, -0.084, -0.117, 0.019, -0.366, -0.045, -0.071, -0.187, -0.058, -0.066, -0.073, -0.110, -0.276, 1.147, -0.656, -0.094, -0.091, -0.111, -0.688, -0.089, -0.107, -0.098, 0.081, 0.058, 0.079, 0.139, 0.083, 0.073, 0.075, 0.132, 0.110, 0.069, 0.080, 0.076, 0.075, 0.048, 0.085, 0.107, 0.108, 0.081, 0.079, 0.064, 0.074, 0.078, 0.085, 0.123, 0.102, 0.101, 0.073, 0.065, 0.052, 0.087, 0.071, 0.094, 0.054, 0.063, 0.061, 0.079, 0.072, 0.085, 0.062, 0.041, 0.072, 0.092, 0.058, 0.083, 0.087, -0.026, -0.055, -0.156, -0.149, -0.169, -0.086, -0.033, -0.450, -0.009, 0.098, 0.042, 0.096, 0.125, 0.128, 0.124, 0.114, 0.116, 0.128, 0.084, 0.096, 0.069, -0.033, -0.319, -0.070, -0.099, -0.386, -0.137, -0.097, -0.069, 0.101, 0.096, -0.008, 0.024, 0.085, 0.100]
}

{
  "formula": "C44H70O20",
  "method": "ωB97M-V with the def2-TZVPD basis set",
  "spin_multiplicity": 1,
  "homo_ev": -9.587,
  "smiles": "O=C1CCCO1.O=C1CCCO1.O=C1CCCO1.O=C1CCCO1.O=C1CCCO1.O=C1CCCO1.O=C1CCCO1.O=C1CCCO1.O=C1CCCO1.C1CCOC1.C1CCOC1",
  "total_charge": 0,
  "total_energy_ev": -87709.7781,
  "fmax_ev_per_a": 4.81,
  "orbital_gap_ha": 0.3515,
  "species": ["O", "C", "C", "C", "C", "O", "H", "H", "H", "H", "H", "H", "O", "C", "C", "C", "C", "O", "H", "H", "H", "H", "H", "H", "O", "C", "C", "C", "C", "O", "H", "H", "H", "H", "H", "H", "O", "C", "C", "C", "C", "O", "H", "H", "H", "H", "H", "H", "O", "C", "C", "C", "C", "O", "H", "H", "H", "H", "H", "H", "O", "C", "C", "C", "C", "O", "H", "H", "H", "H", "H", "H", "O", "C", "C", "C", "C", "O", "H", "H", "H", "H", "H", "H", "O", "C", "C", "C", "C", "O", "H", "H", "H", "H", "H", "H", "O", "C", "C", "C", "C", "O", "H", "H", "H", "H", "H", "H", "C", "C", "C", "O", "C", "H", "H", "H", "H", "H", "H", "H", "H", "C", "C", "C", "O", "C", "H", "H", "H", "H", "H", "H", "H", "H"],
  "coordinates": [[2.31, -4.84, -6.71], [2.41, -5.42, -5.63], [1.89, -5.05, -4.31], [2.82, -5.82, -3.37], [3.18, -7.12, -4.15], [3.11, -6.59, -5.52], [1.90, -3.96, -4.27], [0.85, -5.38, -4.26], [3.72, -5.26, -3.13], [2.44, -6.08, -2.38], [4.11, -7.61, -3.86], [2.38, -7.85, -4.05], [1.18, 4.08, 6.95], [1.01, 3.73, 8.14], [2.10, 3.90, 9.23], [1.29, 3.48, 10.46], [0.24, 2.58, 9.99], [0.07, 2.83, 8.56], [2.93, 3.19, 9.18], [2.52, 4.90, 9.24], [1.83, 2.96, 11.25], [0.88, 4.39, 10.90], [0.54, 1.54, 10.12], [-0.68, 2.74, 10.55], [-10.33, 2.25, -2.60], [-9.36, 1.70, -2.07], [-9.34, 1.02, -0.71], [-8.02, 0.21, -0.74], [-7.20, 0.93, -1.82], [-8.20, 1.53, -2.71], [-9.34, 1.89, -0.06], [-10.27, 0.46, -0.58], [-7.51, 0.29, 0.23], [-8.13, -0.85, -0.95], [-6.52, 1.68, -1.44], [-6.59, 0.25, -2.42], [6.33, -1.02, -2.64], [6.93, -0.69, -3.66], [7.09, -1.54, -4.94], [8.31, -0.93, -5.59], [8.34, 0.52, -5.03], [7.63, 0.43, -3.80], [7.13, -2.61, -4.72], [6.20, -1.27, -5.51], [9.24, -1.46, -5.39], [8.24, -0.91, -6.68], [9.39, 0.73, -4.84], [7.95, 1.26, -5.72], [3.61, -1.26, 7.76], [3.47, -1.77, 6.68], [3.64, -1.18, 5.26], [3.64, -2.51, 4.51], [3.04, -3.59, 5.37], [3.18, -3.04, 6.66], [2.74, -0.63, 4.98], [4.52, -0.55, 5.10], [3.14, -2.48, 3.55], [4.66, -2.80, 4.25], [2.01, -3.70, 5.01], [3.55, -4.55, 5.30], [-8.61, 3.46, 4.90], [-7.42, 3.82, 5.00], [-6.76, 4.33, 6.24], [-5.47, 4.91, 5.74], [-5.21, 4.04, 4.53], [-6.51, 3.81, 3.99], [-7.46, 4.95, 6.81], [-6.61, 3.41, 6.80], [-5.58, 5.95, 5.40], [-4.66, 5.03, 6.45], [-4.62, 4.56, 3.78], [-4.79, 3.11, 4.90], [7.15, 3.86, 3.09], [6.88, 4.20, 1.90], [5.56, 3.99, 1.19], [5.67, 4.96, 0.01], [7.19, 5.24, -0.18], [7.78, 4.77, 1.05], [5.37, 3.00, 0.78], [4.80, 4.37, 1.86], [5.21, 4.49, -0.86], [5.03, 5.83, 0.12], [7.42, 4.65, -1.07], [7.35, 6.31, -0.31], [3.35, 1.70, -7.62], [3.00, 1.50, -8.77], [1.66, 1.26, -9.41], [2.01, 1.73, -10.82], [3.45, 1.36, -10.97], [3.98, 1.55, -9.70], [1.33, 0.23, -9.25], [0.99, 1.90, -8.84], [1.29, 1.31, -11.53], [1.91, 2.81, -10.96], [3.54, 0.29, -11.12], [3.91, 1.94, -11.77], [-3.97, -1.15, -6.91], [-4.03, -2.30, -7.27], [-4.38, -3.47, -6.36], [-4.10, -4.65, -7.29], [-3.93, -4.12, -8.72], [-3.71, -2.72, -8.53], [-3.84, -3.40, -5.42], [-5.46, -3.42, -6.23], [-3.16, -5.15, -7.05], [-4.88, -5.41, -7.28], [-3.10, -4.57, -9.25], [-4.88, -4.27, -9.23], [-0.41, 1.05, 0.49], [-0.64, 1.69, -0.88], [-0.45, 0.48, -1.75], [-1.10, -0.53, -0.97], [-1.30, -0.17, 0.40], [-0.64, 1.69, 1.35], [0.63, 0.73, 0.49], [0.21, 2.34, -1.10], [-1.54, 2.28, -1.03], [0.60, 0.23, -1.86], [-0.70, 0.65, -2.80], [-0.84, -0.95, 1.01], [-2.36, -0.04, 0.59], [-3.59, -3.60, 6.76], [-3.19, -2.44, 7.52], [-4.47, -1.67, 7.85], [-5.39, -2.10, 6.89], [-4.77, -3.07, 5.98], [-3.91, -4.37, 7.47], [-2.84, -4.06, 6.12], [-2.61, -1.74, 6.92], [-2.60, -2.69, 8.39], [-4.38, -0.59, 7.87], [-4.83, -1.94, 8.85], [-4.34, -2.54, 5.13], [-5.43, -3.79, 5.49]],
  "lowdin_charge": [0.097, -0.487, -0.082, -0.143, -0.108, -0.001, 0.132, 0.134, 0.113, 0.108, 0.121, 0.115, 0.065, -0.406, -0.060, -0.204, -0.167, 0.024, 0.128, 0.122, 0.122, 0.118, 0.129, 0.127, 0.070, -0.475, -0.064, -0.141, -0.133, 0.028, 0.130, 0.126, 0.108, 0.111, 0.120, 0.121, 0.083, -0.467, -0.070, -0.157, -0.145, 0.034, 0.124, 0.129, 0.111, 0.110, 0.121, 0.127, 0.103, -0.497, -0.038, -0.187, -0.158, 0.046, 0.123, 0.129, 0.112, 0.115, 0.122, 0.130, 0.070, -0.441, -0.091, -0.167, -0.167, 0.027, 0.133, 0.135, 0.118, 0.119, 0.132, 0.130, 0.060, -0.413, -0.080, -0.168, -0.121, 0.013, 0.130, 0.126, 0.105, 0.107, 0.120, 0.122, 0.093, -0.465, -0.060, -0.164, -0.201, 0.026, 0.135, 0.129, 0.119, 0.123, 0.132, 0.133, 0.101, -0.463, -0.066, -0.166, -0.151, 0.020, 0.130, 0.128, 0.110, 0.110, 0.126, 0.121, -0.176, -0.186, -0.212, -0.151, -0.201, 0.115, 0.117, 0.110, 0.118, 0.113, 0.121, 0.115, 0.118, -0.208, -0.212, -0.215, -0.132, -0.167, 0.120, 0.121, 0.118, 0.119, 0.115, 0.113, 0.110, 0.119]
}